Entry 1:
{
  "formula": "C30H55N6O13P",
  "method": "ωB97M-V with the def2-TZVPD basis set",
  "lumo_ev": 0.015,
  "smiles": "CN(C)P(=O)(N(C)C)N(C)C.O=C1OCCO1.O=C1OCCO1.O=C1OCCO1.O=C1OCCO1.CCCC#N.CCCC#N.CCCC#N",
  "energy_ha": -2824.0939,
  "spin_multiplicity": 1,
  "homo_lumo_gap_ha": 0.3153,
  "relative_energy_kcal_mol": 0.0,
  "symbols": ["C", "C", "O", "C", "O", "O", "H", "H", "H", "H", "C", "C", "O", "C", "O", "O", "H", "H", "H", "H", "C", "C", "O", "C", "O", "O", "H", "H", "H", "H", "C", "C", "O", "C", "O", "O", "H", "H", "H", "H", "C", "C", "C", "C", "N", "H", "H", "H", "H", "H", "H", "H", "C", "C", "C", "C", "N", "H", "H", "H", "H", "H", "H", "H", "C", "C", "C", "C", "N", "H", "H", "H", "H", "H", "H", "H", "O", "P", "N", "C", "C", "N", "C", "C", "N", "C", "C", "H", "H", "H", "H", "H", "H", "H", "H", "H", "H", "H", "H", "H", "H", "H", "H", "H", "H"],
  "coordinates": [[-0.472670, -11.876380, 12.686870], [-1.046560, -11.955420, 14.013090], [-2.193130, -12.796550, 13.830480], [-2.114730, -13.472390, 12.635440], [-2.876180, -14.265590, 12.139010], [-0.962440, -13.017860, 11.997130], [0.610940, -11.908600, 12.800250], [-0.755930, -10.926370, 12.233710], [-1.276200, -10.950820, 14.368270], [-0.317540, -12.326920, 14.733240], [8.728080, -11.924450, 21.547240], [8.412540, -11.483010, 20.143880], [7.114960, -10.989840, 20.264660], [6.929120, -10.569790, 21.521640], [6.009620, -9.846180, 21.915520], [7.915420, -11.090690, 22.329300], [9.772550, -11.637990, 21.670170], [8.524350, -12.979790, 21.728490], [8.400710, -12.386560, 19.534330], [9.008840, -10.682490, 19.706040], [2.641160, -9.170380, 19.007580], [3.861920, -10.048890, 18.851250], [3.416900, -11.066830, 17.982610], [2.107110, -10.974180, 17.815440], [1.429790, -11.633710, 17.018220], [1.595150, -9.930530, 18.489700], [2.740420, -8.218860, 18.485220], [2.469420, -9.013110, 20.072420], [4.135690, -10.472160, 19.817690], [4.690590, -9.507260, 18.395140], [3.354570, -14.563840, 21.608680], [3.914530, -13.169560, 22.007860], [4.880590, -12.976450, 21.029340], [5.149750, -14.059060, 20.365240], [6.104050, -14.185580, 19.625200], [4.282470, -15.024210, 20.671910], [2.351460, -14.444310, 21.199320], [3.320190, -15.224880, 22.474670], [4.299260, -13.187140, 23.027550], [3.136700, -12.408020, 22.063880], [-2.454080, -7.738290, 15.867490], [-2.741770, -9.188510, 16.421470], [-1.619760, -9.727190, 17.216920], [-1.566220, -9.399130, 18.651370], [-1.475450, -9.167100, 19.778430], [-1.572250, -7.695160, 15.228270], [-2.431020, -7.048240, 16.710920], [-3.229010, -7.279310, 15.253550], [-2.838820, -9.746560, 15.490200], [-3.677210, -9.088540, 16.971980], [-0.654510, -9.607560, 16.724890], [-1.765640, -10.807180, 17.195840], [7.370930, -4.498910, 17.066380], [7.118420, -4.922280, 15.593400], [6.965800, -6.510350, 15.472300], [5.765410, -7.099270, 16.129320], [4.801040, -7.524690, 16.641030], [8.213760, -5.089710, 17.425110], [6.493070, -4.639490, 17.697010], [7.699040, -3.459470, 17.066100], [8.020910, -4.664320, 15.039240], [6.304150, -4.393660, 15.097790], [7.793860, -7.173570, 15.722390], [6.931630, -6.838470, 14.433420], [2.301180, -8.791990, 14.672580], [3.625310, -9.176390, 14.038650], [4.148490, -10.517550, 14.556290], [3.410200, -11.729640, 14.100450], [2.795690, -12.628910, 13.736740], [1.446080, -9.384990, 14.348160], [2.099020, -7.795260, 14.280450], [2.278460, -8.784800, 15.762320], [4.194110, -8.266520, 14.230210], [3.487040, -9.215490, 12.958160], [4.341420, -10.589880, 15.626640], [5.139350, -10.663720, 14.126260], [6.752150, -13.193110, 13.955720], [7.940480, -12.385890, 14.298940], [8.128540, -10.932850, 13.401910], [9.173030, -9.961520, 13.664700], [7.217090, -10.558850, 12.284850], [9.398980, -13.175760, 13.874450], [10.707230, -12.742600, 14.349730], [9.450120, -13.793010, 12.559680], [8.118640, -11.793370, 15.923190], [7.057920, -11.025880, 16.575270], [8.622740, -12.744680, 16.918930], [9.286120, -9.928600, 14.748320], [8.845190, -8.950520, 13.422870], [10.072290, -10.103060, 13.065200], [7.663750, -11.065900, 11.429570], [7.180370, -9.497460, 12.039470], [6.162600, -10.762340, 12.471270], [11.270220, -12.209730, 13.583450], [10.628240, -12.046310, 15.184610], [11.231840, -13.622790, 14.721420], [8.478680, -14.282370, 12.489540], [9.418390, -13.061610, 11.752130], [10.312330, -14.437460, 12.388260], [7.431080, -10.398880, 17.385040], [6.667930, -10.356530, 15.808470], [6.139290, -11.573490, 16.785840], [9.306620, -13.459870, 16.461860], [7.828390, -13.217020, 17.496860], [9.308350, -12.248500, 17.605840]],
  "atomic_forces_ev_per_a": [[1.4767, 0.4211, -1.2288], [-0.2585, 0.0006, 1.7163], [-0.7866, -0.6687, -0.0075], [0.6999, 0.5565, -0.9869], [1.1810, 1.3622, 1.5274], [-0.9132, -0.3647, 0.0683], [0.0292, -0.1814, -0.6026], [-0.1583, -0.2570, -0.7228], [-0.7665, -0.1653, 0.0931], [-0.3873, -0.7339, 0.1788], [1.4619, 0.6409, -0.5389], [0.0103, -1.4980, -0.7119], [-1.5000, 0.9123, 0.0486], [-1.9860, 1.3318, 1.6403], [2.5894, -2.1355, -1.1592], [-1.3001, 0.9117, 0.1249], [0.0753, -0.5348, 0.7918], [0.0273, 0.1170, 0.0617], [-0.0567, 0.4310, -0.3833], [0.4543, -0.2027, 0.2137], [0.6904, 1.0149, 1.2473], [0.5128, 0.5305, 0.6437], [0.2609, -0.9487, -0.4354], [-2.5242, -0.8967, -3.0828], [1.8024, 1.1958, 2.2986], [-0.6825, -0.7332, -0.4388], [-0.1636, -0.0415, -0.0664], [-0.2085, 0.3458, -0.1181], [0.3356, -0.1468, -0.1972], [0.0466, -0.2324, 0.0786], [-0.7723, 1.0290, 1.2467], [-1.5473, -1.1304, 1.1824], [0.5669, 2.8427, 0.5483], [2.0990, -1.5198, -1.6223], [-1.3417, 0.1693, 0.7849], [0.0999, -0.9186, -0.6626], [0.1073, -0.3534, -0.3300], [-0.0009, -0.1449, -0.2204], [0.7349, -0.0386, -0.1797], [0.1814, 0.1977, -0.7476], [-0.4335, -0.0699, 0.6728], [-0.6296, 3.0491, -2.0533], [0.4209, -1.6350, 0.7351], [0.3738, 0.5287, 0.2321], [-0.1886, -0.1464, -0.7524], [0.3486, -0.0228, 0.4333], [0.7286, 0.1108, 0.0501], [-0.4730, -0.6513, -0.1211], [-0.4253, -0.6278, 0.4274], [-0.0064, -0.6341, -0.0668], [0.1332, 0.3643, 0.2615], [0.2064, -0.3054, 0.2247], [-0.0234, -0.0958, -1.1363], [0.7440, -1.5648, 0.8262], [-0.7967, 0.0807, -0.5516], [-1.6205, -0.2163, 0.9246], [2.2920, 0.9022, -1.0814], [-0.1273, -0.0427, 0.2685], [0.1273, 0.0382, 0.0317], [-0.2360, 0.0562, 0.2271], [0.0050, -0.1107, -0.1567], [-0.2091, -0.2784, 0.2370], [0.5180, 0.7013, 0.9794], [-0.6302, 0.4677, -0.4460], [-0.9314, 0.3134, -0.6032], [-1.2954, -0.1221, 0.4639], [1.1943, -0.5603, -0.7589], [-0.2196, 1.0214, 0.3855], [0.0702, 0.0655, -0.0369], [0.0946, -0.3946, -0.0486], [-0.2996, 0.2534, 0.4231], [0.3401, 0.1168, -0.0226], [1.0435, -0.7511, 0.1458], [0.0576, -0.1907, -0.0808], [-0.5534, 0.2351, 0.0906], [0.2111, -0.0987, 0.0222], [0.4240, 0.7360, 0.0102], [1.3028, 1.3463, -0.4329], [-2.1117, 0.6870, 0.0964], [-0.6247, 0.1247, 0.4968], [0.7139, -0.6536, 0.1696], [0.0972, 0.2984, 1.4303], [-0.4629, 0.2007, 0.4995], [-1.6465, 0.3323, 0.0597], [0.3273, -1.4871, -0.0166], [-0.5850, 0.8916, -2.3116], [1.1185, -0.1826, -0.3782], [0.9234, -0.1779, -0.0390], [-0.3673, 0.0419, -0.2353], [0.3353, -0.2833, 0.3602], [-0.9230, -0.0035, -0.5543], [0.6614, 0.2604, 0.4466], [0.2522, -0.8460, -0.1511], [0.1744, -0.2002, -0.2034], [-0.1532, -0.0311, 0.0384], [0.4198, 0.0461, -0.1925], [0.3210, -0.7353, -0.4167], [0.3554, 0.4302, -0.1590], [-0.1873, -0.1540, 0.4470], [0.0151, -0.3920, 0.1902], [0.1786, 0.6067, -0.0403], [0.3158, -0.5938, 0.7900], [-0.5282, -0.4290, -0.1435], [-0.0365, -0.2568, -0.1570], [-0.2099, 0.4747, 0.1983]]
}



Entry 2:
{
  "formula": "C3H10OS2",
  "method": "ωB97M-V with the def2-TZVPD basis set",
  "lumo_ev": 0.457,
  "smiles": "CCO.CSS",
  "energy_ha": -991.8720,
  "spin_multiplicity": 1,
  "homo_lumo_gap_ha": 0.3281,
  "relative_energy_kcal_mol": 24.9,
  "symbols": ["C", "S", "S", "H", "H", "H", "H", "C", "O", "C", "H", "H", "H", "H", "H", "H"],
  "coordinates": [[3.252920, -2.172044, 1.173914], [2.266443, -1.300858, -0.103188], [1.089448, -2.910695, -0.764025], [4.144622, -1.547471, 1.227575], [2.679276, -2.238440, 2.096396], [3.503236, -3.159172, 0.773484], [-0.015626, -2.183924, -0.871381], [-1.557241, 1.641966, -0.836761], [-1.137116, 0.434995, -0.204524], [-2.534302, 2.324997, 0.172895], [-2.107425, 1.393014, -1.748344], [-0.779037, 2.370347, -1.091982], [-0.716156, -0.140075, -0.848394], [-2.235069, 1.970168, 1.152797], [-3.507919, 2.106518, -0.257372], [-2.346055, 3.410673, 0.128909]],
  "atomic_forces_ev_per_a": [[-0.5515, 0.2051, -0.8098], [0.0814, -0.5137, -0.0632], [0.4662, 0.2679, -0.0041], [0.0161, -0.2210, 0.4121], [0.2935, -0.0128, 0.0379], [0.1054, 0.2192, 0.2832], [-0.4007, -0.0148, 0.1557], [-0.9125, 0.3517, 0.6211], [0.3119, 0.2149, -0.1377], [1.3786, 0.3612, -1.8193], [0.1251, 0.1125, -0.1029], [0.4694, -0.5859, 0.0867], [0.1079, 0.1289, -0.0763], [-0.7219, -0.1725, 0.1838], [-0.4286, -0.0067, 1.1306], [-0.3403, -0.3339, 0.1023]]
}